1.
C31H41AlGeO4P | the ωB97M-V functional and the def2-TZVPD basis

Summary:
Multiplicity ... 2
HOMO-LUMO gap (alpha / beta) ... 0.311 / 0.264 Ha
Charge ... +2
Lowest unoccupied orbital energy (alpha / beta) ... -5.03 / -7.02 eV

Atoms and positions in Å:
Al  -0.23482  0.58885  -0.34325
C  -1.98270  1.46828  2.75317
C  -2.68596  1.35607  1.40422
C  -3.56327  0.11560  1.28701
C  -3.52292  2.61185  1.17607
O  -1.67612  1.29437  0.36703
Ge  -1.97179  2.37586  -1.51628
O  -0.24870  2.80901  -1.05897
C  0.58959  3.94208  -0.91504
C  0.28823  4.63947  0.41696
C  0.44284  4.89569  -2.09267
C  2.00677  3.38084  -0.91636
O  -0.94552  0.57768  -1.95842
C  -1.05272  -0.04193  -3.26750
C  -2.48624  0.11612  -3.76144
C  -0.70473  -1.51120  -3.11366
C  -0.07284  0.65801  -4.20079
H  -2.68521  1.28743  3.56570
H  -1.56791  2.47035  2.88218
H  -1.17525  0.74341  2.82894
H  -4.31004  0.08430  2.07932
H  -2.94919  -0.78107  1.34657
H  -4.07820  0.11453  0.32414
H  -4.19143  2.76553  2.02169
H  -4.13767  2.52366  0.27635
H  -2.87686  3.49019  1.08968
H  -0.64341  5.19906  0.33641
H  1.07463  5.34496  0.69078
H  0.14269  3.90732  1.22039
H  -0.58604  5.25428  -2.13888
H  0.67752  4.38717  -3.02916
H  1.09861  5.75948  -1.98555
H  1.78568  2.88701  1.01475
H  2.75667  4.16477  -0.82990
H  2.18496  2.78170  -1.80577
H  -3.18644  -0.30239  -3.03584
H  -2.61313  -0.41181  -4.70497
H  -2.73101  1.16744  -3.93450
H  -1.36733  -1.99044  -2.39061
H  0.32494  -1.60329  -2.77025
H  -0.79711  -2.02513  -4.06934
H  -0.32174  1.71837  -4.28755
H  -0.10979  0.21466  -5.19510
H  0.94582  0.56339  -3.81865
O  2.21204  2.47637  0.23698
C  1.65448  1.09124  0.12375
C  2.67451  0.13230  0.22521
C  4.06308  0.43681  0.20986
C  5.00181  -0.55950  0.32863
C  4.60249  -1.88627  0.49263
C  3.24966  -2.21188  0.51949
C  2.28245  -1.23397  0.37509
P  0.50237  -1.60217  0.48447
C  0.17778  -1.60606  2.27705
C  -1.06075  -2.05257  2.74483
C  -1.34102  -2.05289  4.10075
C  -0.40073  -1.57339  5.00170
C  0.82198  -1.10513  4.54384
C  1.11717  -1.12687  3.18831
C  0.39724  -3.33557  -0.08017
C  0.99993  -3.65504  -1.30131
C  0.95695  -4.94885  -1.78726
C  0.30477  -5.94048  -1.06745
C  -0.28271  -5.63568  0.14923
C  -0.23831  -4.34016  0.64513
H  4.38450  1.46227  0.09413
H  6.05467  -0.31270  0.30273
H  5.34388  -2.66519  0.60804
H  2.95410  -3.24153  0.66970
H  -1.81154  -2.40526  2.05028
H  -2.29466  -2.42270  4.45413
H  -0.61966  -1.56842  6.06116
H  1.55638  -0.73359  5.24621
H  2.08656  -0.78644  2.84763
H  1.54272  -2.89876  -1.85264
H  1.43973  -5.18660  -2.72591
H  0.26827  -6.95275  -1.44732
H  -0.77534  -6.40642  0.72626
H  -0.66768  -4.14370  1.61387


2.
C3H12NOS2 | the ωB97M-V functional and the def2-TZVPD basis

Summary:
HOMO-LUMO gap ... 0.362 Ha
Charge ... +1
Lowest unoccupied orbital energy ... -3.21 eV

Atoms and positions in Å:
N  1.22780  0.52368  0.65164
C  1.52731  -0.60691  -0.35605
C  2.56852  -1.47154  0.35017
C  0.18929  -1.29292  -0.65652
S  -1.24562  -0.21073  -0.98478
S  -2.05706  -0.15594  0.96727
H  2.00107  0.61937  1.29445
H  0.33306  0.40682  1.13625
H  0.96848  1.43947  0.09614
H  1.95327  -0.17698  -1.25248
H  3.52555  -0.93411  0.40727
H  2.73799  -2.37016  -0.26163
H  2.30132  -1.81198  1.35122
H  -0.07920  -2.05264  0.07941
H  0.48359  -1.87026  -1.55950
H  -2.45045  -1.44452  0.87680
H  0.00494  3.27439  -0.61799
H  1.58766  3.20498  -0.68662
O  0.80487  2.95216  -0.18429


3.
C12H26CrN6O6 | the ωB97M-V functional and the def2-TZVPD basis

Summary:
Multiplicity ... 5
HOMO-LUMO gap (alpha / beta) ... 0.162 / 0.225 Ha
Lowest unoccupied orbital energy (alpha / beta) ... -0.34 / -0.34 eV

Atoms and positions in Å:
O  -1.04947  -2.91614  -1.92076
H  -1.67102  -3.72328  -1.80315
Cr  0.24735  -0.08843  0.32920
N  -1.16194  -1.12280  1.39962
N  -1.38677  0.52051  -0.58147
N  1.84163  -0.54351  1.34421
N  1.51416  0.92680  -0.76166
O  -0.96249  -2.00726  2.31744
O  1.88421  -1.26966  2.51169
O  1.14968  1.62108  -1.84596
O  -1.40245  1.39716  -1.59926
C  -2.57756  0.04152  -0.08595
C  -2.46346  -0.84361  1.02538
C  2.91325  0.18702  0.97016
C  2.74862  0.97692  -0.25517
C  -3.60172  -1.52841  1.70520
H  -3.80235  -2.50450  1.21026
H  -4.45018  -0.82205  1.66225
H  -3.24643  -1.71300  2.72551
C  -3.82405  0.69291  -0.62902
H  -3.94601  0.50187  -1.72429
H  -3.71880  1.79848  -0.49146
H  -4.70164  0.31449  -0.06298
C  4.23034  0.04300  1.64577
C  3.72654  1.91732  -0.88963
H  4.22381  -0.92065  2.15293
H  4.35219  0.86709  2.36257
H  5.03462  0.10737  0.89191
H  3.17770  2.69647  -1.44928
H  4.37270  1.41271  -1.63812
H  4.31972  2.38197  -0.08415
H  0.94437  -1.53219  2.81973
H  0.00652  1.63890  -1.82814
C  -0.95698  -2.12902  -3.47241
H  -1.91105  -2.28379  -3.95431
H  -0.08611  -2.74398  -3.62867
H  -0.75752  -1.00350  -3.19332
O  0.55732  -1.60680  -0.79612
H  -0.23270  -2.65974  -1.16397
H  0.89697  -2.32420  -0.22120
C  1.19625  4.67920  0.55474
N  0.37440  4.02776  1.57258
C  -0.31769  4.78568  2.59932
C  0.09509  2.77936  1.48016
N  -0.33527  1.69258  1.64803
H  1.22766  5.72884  0.85203
H  0.75185  4.55009  -0.45078
H  2.20485  4.22297  0.52618
H  -1.40956  4.73785  2.44177
H  -0.06822  4.37404  3.59181
H  0.05154  5.79972  2.48444


4.
C8H17N3S | the ωB97M-V functional and the def2-TZVPD basis

Summary:
HOMO-LUMO gap ... 0.321 Ha
Charge ... +2
Lowest unoccupied orbital energy ... -9.24 eV

Atoms and positions in Å:
C  0.68215  -2.98622  0.42782
C  -0.52373  -0.97093  1.18437
C  1.72798  -1.06759  -0.63455
C  -0.03219  1.56915  1.76784
C  -2.45406  -0.97829  -0.76829
C  3.54776  0.80511  -1.20090
C  -0.54990  1.19543  0.41299
C  -0.98676  -0.70199  -1.11662
N  1.48143  -2.29170  -0.28106
N  -0.34308  -2.30815  1.17615
N  -0.46996  -0.18063  0.16448
S  2.75089  -0.03326  0.27939
H  0.76564  -4.08582  0.61370
H  -0.73725  -0.49442  2.19151
H  1.86765  -0.97571  -1.67990
H  -0.75589  1.66491  2.48677
H  0.68191  0.83023  2.24175
H  0.53699  2.41239  1.59428
H  -2.92956  -1.47806  -1.65468
H  -2.67941  -1.54322  0.18376
H  -3.06142  -0.09566  -0.73664
H  4.26730  1.49511  -0.77030
H  2.82701  1.51776  -1.78241
H  4.09579  0.02937  -1.82808
H  0.08696  1.70768  -0.34519
H  -1.58399  1.57013  0.36569
H  -0.96729  0.08543  -1.78269
H  -0.64071  -1.61065  -1.57135
H  -0.93849  -2.81890  1.86180


5.
HN3O4 | the ωB97M-V functional and the def2-TZVPD basis

Summary:
HOMO-LUMO gap ... 0.440 Ha
SMILES ... O=[N+]([O-])O.N#[N+][O-]
Lowest unoccupied orbital energy ... 0.10 eV

Atoms and positions in Å:
O  -0.34991  -2.39136  -1.43818
N  -0.49873  -1.35060  -0.93426
O  0.33570  -0.67235  -0.36865
O  -1.83394  -0.82526  -0.93696
H  -1.63306  0.11217  -0.88466
N  0.47030  2.16573  0.92877
N  1.31780  1.68042  1.49788
O  2.19185  1.28125  2.13606


6.
C7H6IN3O2S | the ωB97M-V functional and the def2-TZVPD basis

Summary:
HOMO-LUMO gap ... 0.332 Ha
SMILES ... O=S(=O)(CI)n1nnc2ccccc21
Lowest unoccupied orbital energy ... -0.41 eV

Atoms and positions in Å:
O  -1.61402  1.08535  2.23066
S  -1.16090  -0.24938  2.62054
O  -2.02804  -1.32676  2.98382
C  0.42457  -0.01279  4.19437
I  0.64817  2.03729  4.38044
N  -0.13658  -0.65419  1.24746
N  0.96775  -1.36986  1.42502
N  1.61088  -1.43510  0.37537
C  0.95535  -0.79248  -0.61098
C  1.21771  -0.45609  -1.98951
C  0.23790  0.11404  -2.70547
C  -0.99207  0.58309  -2.10855
C  -1.17467  0.53374  -0.78838
C  -0.23307  -0.24672  -0.02825
H  1.16730  -0.48590  3.65239
H  -0.07430  -0.46454  5.02662
H  2.20616  -0.72288  -2.43087
H  0.40757  0.27298  -3.66510
H  -1.61502  1.12704  -2.70380
H  -1.97144  0.96456  -0.27224


| no. | E_tot (eV) |
| --- | --- |
| 1 | -113392.75923 |
| 2 | -28507.58009 |
| 3 | -62503.29979 |
| 4 | -23857.29864 |
| 5 | -12670.58058 |
| 6 | -34853.71643 |